Entry 1:
C30H35N6NaO4PS2 | the ωB97M-V functional and the def2-TZVPD basis

The multiplicity is 2. The expectation value of S² is 0.750. The energy relative to the best compared isomer or geometry (same formula, charge and spin) is 411.6 kJ/mol. The calculation puts the LUMO energy (spin up / spin down) at 3.838 / 3.830 eV. As for the net charge: -2.

```
79
C30H35N6NaO4PS2 | the OMol25 dataset | the ωB97M-V functional and the def2-TZVPD basis
Na -0.21937 -1.12809 1.79171
C 2.61558 -7.32058 3.84941
C 2.57218 -5.97519 3.20609
O 1.81576 -6.06999 2.00974
P 1.28923 -4.70147 1.25622
S -0.22255 -3.95862 2.33281
S 2.85722 -3.63533 0.81284
O 0.79057 -5.54093 -0.02041
C -0.50604 -6.13396 -0.14446
C -0.45055 -7.56363 0.18543
H 3.25544 -7.36269 4.57355
H 2.86458 -8.01602 3.18123
H 1.68658 -7.66776 4.36281
H 3.39218 -5.47241 2.93497
H 2.33722 -5.23993 3.81581
H -0.86278 -5.97211 -1.13528
H -1.07114 -5.61852 0.49539
H 0.18360 -8.40400 -0.34769
H -1.41682 -8.00016 0.22958
H 0.07495 -7.71425 1.11720
C 2.30167 -0.03871 0.55501
C 1.91989 0.67100 1.79363
N 1.15895 0.16940 2.81396
C 1.21424 1.19833 3.82854
C 1.68507 2.39771 3.24353
N 2.11793 2.01752 1.92438
C 3.15767 3.02653 1.25020
N 2.50667 3.99978 0.32609
N 2.59362 5.32851 0.59398
N 2.44224 6.02162 -0.48184
C 1.81897 5.05490 -1.43984
C 0.94732 5.30606 -2.55194
C 0.77226 4.20614 -3.47484
C 1.09903 2.95414 -2.99182
C 1.52781 2.66035 -1.79448
C 1.94618 3.83456 -0.90037
H 1.91448 -0.96566 0.59004
H 6.27147 4.09806 -3.99130
H 2.13912 0.53008 -0.33564
H 0.62386 0.97535 4.71296
H 1.93136 3.49561 3.67544
H 3.70234 1.95137 0.44533
H 3.65958 3.66737 1.83913
H 1.08812 6.29821 -2.90599
H 0.45794 4.40760 -4.67193
H 0.74514 1.80412 -3.59449
H 1.37405 1.67887 -1.23644
C -4.88036 4.08209 0.66111
C -3.47276 3.66021 0.39453
C -2.49572 3.78834 1.40128
C -1.26548 3.02217 1.25068
C -1.00054 2.25388 0.11560
C -1.93947 2.42535 -0.99187
N -1.73854 1.69707 -2.19821
C -1.19864 0.39977 -2.27664
C -0.33202 -0.02826 -3.27684
C -0.09140 -1.42125 -3.47764
C -0.66085 -2.35356 -2.77514
C -1.50444 -2.05768 -1.73910
C -1.80145 -0.74008 -1.36187
C -2.79994 -0.42617 -0.33114
O -3.90027 0.01584 -0.64096
O -2.41697 -0.77567 0.73939
C -3.24424 3.01358 -0.82528
C -4.28398 2.78645 -1.84587
H -4.92170 5.03000 1.41513
H -5.40372 3.39026 1.02056
H -5.22545 4.64448 -0.26101
H -2.70235 4.48947 2.19834
H -0.46007 3.19753 1.94549
H -0.04627 1.71900 0.01438
H -1.03515 2.11693 -2.82283
H 0.14184 0.75628 -3.83816
H 0.50093 -1.54020 -4.30411
H -0.41825 -3.55534 -2.65026
H -1.96934 -2.78449 -1.10371
H -5.11672 3.52370 -1.75896
H -4.60781 1.69422 -1.59946
H -3.81170 2.72289 -2.80570
```

Entry 2:
C18H35NO7P2S2 | the ωB97M-V functional and the def2-TZVPD basis

As for the structure (SMILES): CCOP(=O)(CCPCCCSC(=S)N1CCOCC1)OCC.C[C@@H]1COC(=O)O1. The multiplicity is 1. The calculation puts the LUMO energy at -0.035 eV.

```
65
C18H35NO7P2S2 | the OMol25 dataset | the ωB97M-V functional and the def2-TZVPD basis
C 1.22276 -1.38988 2.88981
C 1.70493 -2.06199 1.61817
O 1.99344 -1.10043 0.57303
P 0.77318 -0.64143 -0.34428
O -0.54475 -0.79587 0.29283
C 1.20390 1.05212 -0.74810
C 1.23925 1.88341 0.54970
P -0.39312 2.57270 1.14550
C -1.60904 2.17681 -0.18088
C -3.07205 1.98413 0.28390
C -3.19899 1.21105 1.58522
S -4.89206 0.74868 2.11015
C -5.89967 0.90320 0.61312
S -6.36556 2.37061 0.11716
N -6.28693 -0.24678 -0.09549
C -5.42817 -0.58340 -1.24656
C -4.38205 -1.58711 -0.81240
O -5.01393 -2.84003 -0.63435
C -6.22952 -2.77233 0.10179
C -6.57004 -1.42123 0.74469
O 0.82397 -1.50509 -1.68478
C 1.98849 -1.45847 -2.53779
C 3.10152 -2.38179 -2.09380
H 0.70071 -2.12465 3.50005
H 0.52658 -0.58828 2.65381
H 2.06486 -0.99698 3.45524
H 2.65615 -2.55876 1.80182
H 1.00534 -2.81261 1.26060
H 0.52249 1.43493 -1.49980
H 2.19343 1.05282 -1.20065
H 1.94793 2.69913 0.45760
H 1.61041 1.25737 1.36184
H -0.66203 1.60979 2.13415
H -1.59220 3.05172 -0.83227
H -1.33288 1.31176 -0.77212
H -3.59217 2.93659 0.33491
H -3.54283 1.38895 -0.49915
H -2.83426 1.82875 2.40373
H -2.60411 0.30223 1.52629
H -6.05621 -1.04204 -2.01153
H -5.00922 0.32331 -1.67405
H -3.89909 -1.24241 0.10727
H -3.61548 -1.72016 -1.57304
H -7.04921 -3.09795 -0.54015
H -6.15674 -3.49484 0.91649
H -6.07398 -1.35184 1.71089
H -7.64379 -1.43738 0.94500
H 2.34560 -0.43576 -2.65025
H 1.63741 -1.77718 -3.51715
H 3.93517 -2.25357 -2.78763
H 2.79535 -3.42374 -2.15039
H 3.46317 -2.14897 -1.09632
C 7.62397 1.62501 0.52277
C 6.17534 1.35590 0.20573
C 5.92347 0.63305 -1.10167
O 4.63550 1.13436 -1.48372
C 4.48309 2.36110 -0.92160
O 3.60515 3.11444 -1.18638
O 5.45535 2.58627 -0.01414
H 8.04337 2.33176 -0.19338
H 7.73025 2.05583 1.51700
H 8.19695 0.69828 0.48624
H 5.68579 0.83572 1.03318
H 5.88817 -0.44885 -1.00445
H 6.64767 0.91001 -1.87146
```

Entry 3:
CH3N2O2 | the ωB97M-V functional and the def2-TZVPD basis

The multiplicity is 1. The energy relative to the best compared isomer or geometry (same formula, charge and spin) is 488.4 kJ/mol. The calculation puts the LUMO energy at 4.511 eV. As for the net charge: -1.

```
8
CH3N2O2 | the OMol25 dataset | the ωB97M-V functional and the def2-TZVPD basis
C -0.21094 0.54498 1.08909
N 0.78072 -0.63125 -0.10015
N 0.26980 -0.67719 -1.21125
O -0.61704 0.10806 -1.55246
O 0.78617 -1.54697 -1.96616
H -1.24081 -0.00881 1.37360
H 0.62373 0.68398 1.82997
H -0.39163 1.52720 0.53736
```

Entry 4:
C5H10O2 | the ωB97M-V functional and the def2-TZVPD basis

As for the structure (SMILES): C=C/C(O)=C/C.O. The multiplicity is 1. The energy relative to the best compared isomer or geometry (same formula, charge and spin) is 259.5 kJ/mol. The calculation puts the LUMO energy at 0.534 eV.

```
17
C5H10O2 | the OMol25 dataset | the ωB97M-V functional and the def2-TZVPD basis
C -1.52033 -1.69858 1.12911
C -1.05349 -0.28610 0.95320
C 0.12541 0.06984 0.43077
O 1.17586 -0.82662 0.43015
C 0.51118 1.41792 -0.01977
C 0.30763 2.56256 0.63038
H -1.45468 -1.95772 2.19044
H -0.83749 -2.37412 0.63565
H -2.54390 -1.87577 0.79784
H -1.58662 0.51707 1.45122
H 1.59644 -0.92838 -0.43245
H 1.03314 1.50926 -0.96480
H -0.38160 2.68773 1.46044
H 0.77179 3.45136 0.22022
H 0.92359 -1.29135 -3.23994
H -0.07313 -0.98860 -2.13057
O 0.44518 -0.56223 -2.82501
```

Entry 5:
C39H35N3O3PS2Se2Ti | the ωB97M-V functional and the def2-TZVPD basis

The multiplicity is 1. The energy relative to the best compared isomer or geometry (same formula, charge and spin) is 95.3 kJ/mol. The calculation puts the LUMO energy at 2.289 eV. As for the net charge: -1.

```
86
C39H35N3O3PS2Se2Ti | the OMol25 dataset | the ωB97M-V functional and the def2-TZVPD basis
Ti -0.45825 -0.71353 0.61490
Se 0.14795 -0.75240 3.58790
Se -2.82312 -0.69311 1.67195
C -2.30630 1.05789 2.07368
C -3.02369 2.05351 2.73178
C -2.40323 3.26523 2.96214
C -1.08869 3.46126 2.54504
C -0.44678 2.43567 1.88547
N -1.04596 1.26495 1.64653
C 0.94042 -2.21134 2.76847
C 1.49404 -3.34880 3.37727
C 2.09461 -4.31221 2.60669
C 2.15521 -4.16036 1.21305
C 1.61349 -3.01548 0.69594
N 0.99037 -2.08545 1.43173
H -4.03677 1.86275 3.05629
H -2.93535 4.05659 3.47608
H -0.56735 4.38817 2.73823
H 0.58903 2.51738 1.57274
H 1.45952 -3.42796 4.45433
H 2.53358 -5.17913 3.08505
H 2.64260 -4.88064 0.57374
H 1.62575 -2.81542 -0.37009
C -1.08335 3.29310 -1.16295
C -2.52355 3.10310 -1.54885
C -3.30331 4.23955 -1.74709
C -4.61055 4.15883 -2.19370
C -5.15370 2.91523 -2.47070
C -4.39538 1.77306 -2.26694
C -3.08758 1.83651 -1.78046
P -2.04351 0.33178 -1.48146
C -3.09308 -1.06075 -2.07051
C -4.33534 -1.15155 -1.43597
C -5.22392 -2.18179 -1.69874
C -4.87183 -3.16234 -2.60972
C -3.62655 -3.10738 -3.21402
C -2.71360 -2.08444 -2.95604
C -1.34937 -2.20492 -3.58917
C -0.74387 0.60129 -2.71549
C -0.96987 0.97171 -4.04007
C 0.09364 1.08470 -4.91579
C 1.38500 0.82835 -4.45657
C 1.61246 0.51314 -3.12924
C 0.55034 0.42283 -2.22313
C 0.77734 0.22823 -0.76003
H -0.96507 4.17458 -0.53323
H -0.46777 3.42155 -2.05722
H -0.69290 2.43634 -0.62208
H -2.86098 5.20936 -1.54806
H -5.19507 5.05949 -2.33485
H -6.16627 2.82866 -2.84457
H -4.83306 0.81500 -2.50194
H -4.60257 -0.40563 -0.70072
H -6.17528 -2.21805 -1.18343
H -5.54825 -3.97843 -2.83187
H -3.33108 -3.89739 -3.89490
H -1.23607 -3.20025 -4.01947
H -0.56430 -2.06058 -2.84723
H -1.19077 -1.47678 -4.38402
H -1.98578 1.14766 -4.37780
H -0.07306 1.35879 -5.95001
H 2.22208 0.90090 -5.14050
H 2.62336 0.36484 -2.76805
H 0.90749 1.21234 -0.28867
H 1.72583 -0.28377 -0.55156
C -1.49877 -3.40164 -0.17199
O -0.96126 -2.12037 -0.38605
H -1.31277 -3.73749 0.85269
H -1.03236 -4.11475 -0.85792
H -2.57708 -3.38914 -0.35540
O 5.49075 -2.77185 3.05032
S 4.90196 -1.64715 3.73821
O 4.35382 -1.89839 5.04633
N 3.82322 -0.87894 2.78355
C 4.22006 0.33008 2.45229
S 3.38880 1.40832 1.46149
C 5.55823 0.70428 3.04808
C 6.26188 1.88847 2.91495
C 7.48347 2.01191 3.56564
C 7.99378 0.96872 4.33648
C 7.28674 -0.22064 4.46869
C 6.07758 -0.31958 3.81250
H 5.84614 2.68643 2.31324
H 8.04757 2.93207 3.47409
H 8.94721 1.08513 4.83682
H 7.66902 -1.03988 5.06390
```

The following max |F| values (in eV/Å) correspond, in order, to the records above: 11.15, 0.97, 7.03, 1.12, 1.31.